Entry 1:
159
Properties=species:S:1:pos:R:3 method="wB97M-V/def2-TZVPD" total_charge=+1 s_squared=0.755 total_energy_ev=-72999.4334 mol_weight_g_mol=830.3 multiplicity=2
C -1.33 -4.03 7.00
C -1.43 -2.66 6.40
C -2.09 -2.56 4.95
O -1.52 -3.47 4.10
C -0.28 -3.18 3.62
N -2.20 -1.95 7.41
H -0.51 -4.62 6.59
H -2.21 -4.65 6.81
H -1.09 -3.97 8.06
H -0.39 -2.33 6.44
H -2.18 -1.57 4.51
H -3.15 -2.72 5.13
H -0.01 -4.16 3.23
H 0.24 -2.71 4.45
H -0.35 -2.62 2.68
H -1.55 -1.85 8.17
H -2.47 -1.00 7.16
C 6.22 0.35 3.10
C 4.72 0.07 3.02
C 4.16 -0.79 4.15
O 4.54 -2.16 4.08
C 3.83 -2.72 5.22
N 4.03 1.38 2.96
H 6.89 -0.50 2.95
H 6.36 0.73 4.11
H 6.48 1.23 2.52
H 4.53 -0.46 2.09
H 3.13 -0.46 4.24
H 4.53 -0.25 5.02
H 3.92 -3.81 5.25
H 2.74 -2.67 5.23
H 4.33 -2.22 6.06
H 3.48 1.36 3.81
H 3.32 1.36 2.25
C 5.09 0.11 -0.58
C 5.74 1.47 -0.85
C 4.91 2.37 -1.82
O 5.39 3.69 -1.98
C 4.78 4.42 -3.05
N 5.85 2.31 0.31
H 5.17 -0.50 -1.48
H 4.07 0.19 -0.21
H 5.65 -0.37 0.23
H 6.62 1.14 -1.40
H 3.92 2.62 -1.43
H 4.71 1.91 -2.79
H 4.48 3.78 -3.88
H 5.29 5.26 -3.53
H 3.92 4.73 -2.46
H 5.02 2.59 0.82
H 6.11 3.22 -0.04
C 0.76 3.63 -4.33
C 0.12 2.56 -5.27
C 1.00 1.30 -5.37
O 1.94 0.97 -4.29
C 2.65 -0.22 -4.65
N -1.07 2.40 -4.53
H 0.14 4.52 -4.20
H 1.68 3.95 -4.80
H 1.04 3.30 -3.33
H -0.14 2.95 -6.26
H 1.48 1.37 -6.35
H 0.25 0.50 -5.40
H 2.97 -0.55 -3.66
H 3.38 0.02 -5.42
H 1.91 -0.98 -4.91
H -0.83 2.13 -3.59
H -1.59 3.26 -4.44
C 0.79 -0.92 -0.98
C 0.22 0.54 -0.84
C 1.11 1.64 -0.22
O 1.54 1.29 1.13
C 0.53 1.11 2.09
N -0.33 0.92 -2.17
H 1.29 -1.12 -0.03
H 1.46 -1.03 -1.83
H -0.06 -1.57 -1.13
H -0.70 0.62 -0.26
H 0.54 2.57 -0.17
H 1.96 1.80 -0.88
H 1.09 1.01 3.03
H -0.07 0.21 1.98
H -0.15 1.96 2.14
H -1.05 0.22 -2.31
H 0.48 0.86 -2.78
C -4.55 1.86 -4.99
C -3.93 0.96 -6.07
C -3.56 1.75 -7.38
O -4.66 2.33 -8.06
C -4.46 3.65 -8.65
N -2.89 0.32 -5.32
H -5.56 2.09 -5.33
H -4.02 2.75 -4.65
H -4.53 1.36 -4.02
H -4.62 0.19 -6.42
H -3.20 1.04 -8.13
H -2.74 2.43 -7.16
H -4.73 3.59 -9.70
H -3.44 4.02 -8.61
H -5.19 4.38 -8.30
H -2.18 -0.14 -5.88
H -2.30 0.98 -4.84
C -4.66 -5.79 0.13
C -4.66 -4.37 -0.42
C -6.09 -3.87 -0.68
C -6.15 -2.36 -1.05
C -5.67 -1.54 0.12
C -4.27 -2.06 0.58
N -4.18 -3.47 0.69
O -2.92 -3.94 1.25
C -3.15 -1.42 -0.31
C -4.14 -1.46 1.98
C -3.84 -4.43 -1.77
H -5.08 -6.46 -0.61
H -5.20 -5.83 1.08
H -3.68 -6.15 0.46
H -6.45 -4.51 -1.49
H -6.74 -4.14 0.15
H -7.19 -2.01 -1.06
H -5.65 -2.08 -1.97
H -6.31 -1.63 0.99
H -5.78 -0.53 -0.30
H -2.29 -2.05 -0.53
H -3.55 -1.11 -1.28
H -2.69 -0.47 -0.04
H -4.99 -1.59 2.64
H -3.23 -1.85 2.44
H -3.94 -0.39 1.88
H -3.84 -3.42 -2.18
H -4.20 -5.20 -2.45
H -2.77 -4.60 -1.67
H -3.07 -3.97 2.20
C 0.15 5.82 -0.62
C 1.30 6.61 -0.04
O 1.43 7.78 -0.73
H -0.11 5.04 0.09
H 0.37 5.35 -1.58
H -0.82 6.31 -0.71
H 2.28 6.14 -0.13
H 1.28 6.89 1.01
H 0.56 8.19 -0.75
C 3.32 -3.97 1.20
C 4.65 -3.38 0.79
O 4.62 -3.59 -0.57
H 3.16 -4.92 0.69
H 2.59 -3.22 0.91
H 3.17 -4.27 2.23
H 5.44 -3.90 1.32
H 4.72 -2.30 0.93
H 5.29 -2.92 -0.76
C -0.74 1.50 7.16
C -0.55 0.99 5.76
O -0.87 2.04 4.92
H -0.22 2.38 7.52
H -0.37 0.66 7.76
H -1.80 1.60 7.38
H -1.14 0.15 5.41
H 0.48 0.80 5.49
H -1.04 2.82 5.45

=====

Entry 2:
7
Properties=species:S:1:pos:R:3 method="wB97M-V/def2-TZVPD" total_charge=0 total_energy_ev=-21873.6980 mol_weight_g_mol=113.5 de_lowest_kcal_mol=25.8 multiplicity=1
C 0.50 0.22 0.38
N -0.96 3.47 1.19
O -0.25 1.24 0.51
O -1.80 3.28 0.53
F 1.80 0.43 -0.11
Cl 0.84 -0.72 1.91
H -0.09 -0.58 -0.18

=====

Entry 3:
179
Properties=species:S:1:pos:R:3 method="wB97M-V/def2-TZVPD" total_charge=-1 total_energy_ev=-123091.9915 mol_weight_g_mol=1328.2 multiplicity=1
C -6.17 1.20 1.31
C -5.84 0.59 -0.06
C -6.98 0.76 -1.06
C -8.15 -0.26 -0.95
C -7.92 -1.45 -0.02
C -7.05 -2.54 -0.68
C -6.01 -3.19 0.25
C -4.74 -3.61 -0.50
C -5.02 -4.55 -1.68
C -3.84 -5.43 -2.15
In -1.80 -4.88 -1.44
C -1.65 -5.45 0.73
C -2.66 -6.59 1.10
C -3.70 -6.15 2.14
C -5.10 -6.78 2.02
O -5.40 -7.10 0.67
C -1.57 -2.65 -1.73
C -2.29 -2.23 -3.02
C -2.00 -0.80 -3.48
C -0.57 -0.65 -4.02
C -0.33 0.69 -4.72
C 1.18 0.92 -4.97
C 1.84 1.64 -3.79
C 1.79 3.16 -3.95
O 2.99 3.72 -3.38
C 3.28 4.99 -3.68
C 4.59 5.44 -3.10
O 2.55 5.71 -4.35
C -0.18 -5.83 -2.70
C 1.19 -5.97 -2.10
O 1.18 -6.87 -0.99
C 1.81 -4.66 -1.63
F 1.71 -3.69 -2.56
F 1.30 -4.19 -0.49
F 3.15 -4.81 -1.40
H -7.23 1.08 1.56
H -5.54 0.80 2.10
H -5.98 2.27 1.27
H -4.98 1.14 -0.45
H -5.51 -0.44 0.03
H -7.39 1.76 -0.90
H -6.57 0.77 -2.07
H -9.08 0.26 -0.71
H -8.31 -0.68 -1.95
H -8.91 -1.87 0.17
H -7.53 -1.15 0.96
H -7.73 -3.32 -1.03
H -6.56 -2.13 -1.57
H -5.73 -2.46 1.01
H -6.45 -4.06 0.75
H -4.07 -4.10 0.21
H -4.29 -2.69 -0.87
H -5.85 -5.20 -1.38
H -5.38 -3.95 -2.53
H -4.08 -6.48 -1.92
H -3.79 -5.37 -3.25
H -0.64 -5.80 0.98
H -1.90 -4.58 1.34
H -3.14 -7.00 0.22
H -2.09 -7.41 1.54
H -3.33 -6.43 3.13
H -3.80 -5.06 2.16
H -5.84 -6.05 2.39
H -5.17 -7.67 2.66
H -6.35 -7.25 0.60
H -2.02 -2.18 -0.85
H -0.51 -2.42 -1.78
H -1.97 -2.90 -3.83
H -3.37 -2.40 -2.92
H -2.13 -0.12 -2.62
H -2.68 -0.53 -4.29
H 0.14 -0.74 -3.19
H -0.38 -1.47 -4.71
H -0.90 0.75 -5.64
H -0.68 1.46 -4.03
H 1.65 -0.06 -5.08
H 1.34 1.46 -5.91
H 2.88 1.35 -3.67
H 1.28 1.37 -2.89
H 1.75 3.44 -5.01
H 0.93 3.60 -3.44
H 5.32 5.52 -3.91
H 4.97 4.73 -2.37
H 4.44 6.41 -2.64
H -0.50 -6.84 -2.98
H -0.11 -5.27 -3.64
H 1.91 -6.36 -2.84
H 1.97 -7.41 -1.04
C 5.86 4.58 2.87
C 6.30 5.49 1.75
C 5.28 5.77 0.67
O 6.11 6.06 -0.46
C 7.28 5.40 -0.29
O 8.13 5.29 -1.11
O 7.35 4.88 0.96
H 6.74 4.13 3.35
H 5.31 5.14 3.62
H 5.23 3.77 2.50
H 6.69 6.42 2.16
H 4.63 6.61 0.89
H 4.68 4.89 0.44
C 11.43 7.90 1.26
C 10.88 7.30 2.53
C 10.06 6.04 2.38
O 9.18 6.11 3.52
C 9.02 7.41 3.83
O 8.20 7.84 4.58
O 9.89 8.17 3.14
H 11.63 8.96 1.41
H 12.35 7.40 0.98
H 10.72 7.81 0.44
H 11.67 7.15 3.27
H 10.64 5.13 2.40
H 9.44 6.06 1.48
C 0.45 -5.77 4.85
C -0.12 -5.85 6.24
C -0.92 -7.09 6.56
O -1.80 -6.62 7.60
C -1.98 -5.29 7.40
O -2.78 -4.63 7.99
O -1.12 -4.83 6.47
H 0.64 -4.74 4.57
H 1.38 -6.33 4.79
H -0.24 -6.18 4.11
H 0.67 -5.69 6.99
H -0.32 -7.92 6.93
H -1.52 -7.42 5.72
C -10.67 0.00 -5.67
C -10.54 -1.15 -4.70
C -11.61 -2.22 -4.77
O -11.59 -2.74 -3.43
C -11.15 -1.75 -2.61
O -11.16 -1.81 -1.43
O -10.69 -0.71 -3.34
H -10.13 0.86 -5.30
H -10.27 -0.28 -6.64
H -11.72 0.29 -5.79
H -9.54 -1.61 -4.79
H -11.41 -3.01 -5.48
H -12.60 -1.79 -4.95
C -1.59 -4.81 10.77
C -0.73 -5.30 11.91
C -1.23 -4.99 13.31
O -0.01 -4.97 14.07
C 0.99 -4.62 13.22
O 2.09 -4.34 13.56
O 0.55 -4.63 11.94
H -0.98 -4.71 9.88
H -2.40 -5.51 10.57
H -2.02 -3.83 10.99
H -0.53 -6.37 11.81
H -1.91 -5.74 13.71
H -1.69 -4.00 13.37
C 3.72 3.31 -9.41
C 3.70 2.00 -8.67
C 4.95 1.15 -8.80
O 4.44 -0.17 -8.59
C 3.14 -0.18 -8.99
O 2.48 -1.15 -9.11
O 2.72 1.09 -9.22
H 2.70 3.65 -9.60
H 4.23 4.07 -8.81
H 4.23 3.22 -10.37
H 3.44 2.15 -7.62
H 5.71 1.38 -8.06
H 5.38 1.20 -9.80
C 7.56 10.85 3.02
C 8.21 11.63 1.90
C 7.38 11.88 0.66
O 8.38 12.00 -0.36
C 9.45 11.27 0.04
O 10.39 11.02 -0.65
O 9.31 10.88 1.32
H 8.31 10.39 3.64
H 6.95 11.51 3.63
H 6.92 10.06 2.63
H 8.62 12.57 2.27
H 6.77 12.78 0.71
H 6.74 11.02 0.42

=====

Entry 4:
50
Properties=species:S:1:pos:R:3 method="wB97M-V/def2-TZVPD" total_charge=+2 total_energy_ev=-41202.8045 mol_weight_g_mol=566.5 de_lowest_kcal_mol=0.0 multiplicity=1
Pt 0.52 -0.32 0.22
C 4.87 -0.58 -0.25
C 5.24 -1.01 1.00
C 4.26 -1.26 1.95
C 2.94 -1.04 1.63
N 2.57 -0.53 0.41
C 3.52 -0.35 -0.50
C 1.82 -1.41 2.54
C 1.91 -1.87 3.84
C 0.73 -2.18 4.51
C -0.51 -2.01 3.89
C -0.53 -1.53 2.59
N 0.62 -1.28 1.97
C -1.72 -1.26 1.75
C -3.01 -1.53 2.17
C -4.07 -1.37 1.28
C -3.80 -0.97 -0.01
C -2.49 -0.68 -0.37
N -1.47 -0.78 0.49
H 5.59 -0.41 -1.03
H 6.28 -1.18 1.24
H 4.52 -1.64 2.93
H 3.19 -0.02 -1.47
H 2.86 -1.99 4.33
H 0.77 -2.55 5.52
H -1.42 -2.24 4.42
H -3.18 -1.89 3.17
H -5.08 -1.59 1.60
H -4.58 -0.87 -0.75
H -2.25 -0.35 -1.36
C 0.72 2.87 -0.55
P 0.42 1.31 -1.43
C 1.62 1.35 -2.80
C -1.16 1.51 -2.26
C -2.14 2.35 -1.74
C -3.39 2.42 -2.34
C -3.67 1.64 -3.46
C -2.70 0.80 -3.98
C -1.45 0.73 -3.39
H 0.04 2.97 0.29
H 0.60 3.71 -1.23
H 1.74 2.87 -0.16
H 1.31 2.12 -3.51
H 1.67 0.39 -3.32
H 2.61 1.61 -2.43
H -1.94 2.97 -0.88
H -4.14 3.09 -1.95
H -4.64 1.70 -3.93
H -2.91 0.20 -4.86
H -0.70 0.06 -3.81

=====

Entry 5:
10
Properties=species:S:1:pos:R:3 method="wB97M-V/def2-TZVPD" total_charge=-1 total_energy_ev=-12819.8725 mol_weight_g_mol=116.1 de_lowest_kcal_mol=124.5 multiplicity=1
C 1.30 -0.61 0.32
C -2.19 -0.77 -1.29
C 0.27 1.31 0.64
N 1.11 1.51 -0.29
O 0.43 -0.07 1.13
O 1.68 -1.75 0.44
O 1.77 0.29 -0.54
O -0.63 1.94 1.14
H -2.33 -0.27 -0.23
H -1.39 -1.58 -1.32

=====

Entry 6:
36
Properties=species:S:1:pos:R:3 method="wB97M-V/def2-TZVPD" smiles=CCO.CCO.CCO.CCO total_charge=0 total_energy_ev=-16873.2730 mol_weight_g_mol=184.3 de_lowest_kcal_mol=33.1 multiplicity=1
C 2.54 3.13 2.06
C 1.66 2.19 1.23
O 0.49 1.78 1.81
H 2.70 2.62 3.00
H 1.97 4.03 2.32
H 3.45 3.35 1.50
H 2.26 1.28 1.15
H 1.45 2.40 0.19
H 0.02 1.21 1.20
C 1.21 -2.68 -3.20
C -0.24 -3.29 -3.15
O -1.15 -2.49 -2.42
H 1.34 -1.91 -3.96
H 1.88 -3.45 -3.58
H 1.57 -2.31 -2.24
H -0.24 -4.31 -2.77
H -0.71 -3.46 -4.12
H -0.81 -2.44 -1.53
C 0.11 -1.97 2.49
C 0.59 -1.66 1.18
O -0.35 -1.58 0.17
H -0.47 -1.16 2.95
H 0.91 -2.10 3.22
H -0.46 -2.89 2.49
H 1.41 -2.35 0.93
H 1.11 -0.71 1.07
H -0.90 -0.83 0.41
C -2.65 2.96 -0.37
C -2.00 1.65 -0.60
O -1.90 0.88 0.54
H -2.00 3.48 0.33
H -3.57 2.84 0.19
H -2.84 3.69 -1.15
H -1.05 1.68 -1.12
H -2.70 1.22 -1.32
H -2.61 1.20 1.09

=====

Entry 7:
9
Properties=species:S:1:pos:R:3 method="wB97M-V/def2-TZVPD" total_charge=0 total_energy_ev=-8635.9098 mol_weight_g_mol=85.1 de_lowest_kcal_mol=105.7 multiplicity=1
N -1.49 1.09 0.01
C -1.34 -0.21 -0.15
N -0.27 -0.61 -0.81
C 0.85 -1.04 -0.41
N 1.05 -1.03 1.03
O 2.04 -0.44 1.39
H -0.82 1.79 -0.29
H -2.34 1.44 0.44
H 1.62 -1.41 -1.08